This record from the Open Molecules 2025 dataset describes a structure of composition C29H25BaCl4N5OS2 at a distorted geometry. The level of theory is ωB97M-V/def2-TZVPD.

Properties
**Net charge**: 0
**Orbital gap**: 6.14 eV
**Energy above the lowest of the compared OMol25 structures with the same formula, charge and spin**: 1.9 kcal/mol
**2S+1**: 1
**HOMO energy**: -0.2224 Ha

Each line ends with the natural charge from an NBO analysis.
Geometry (Å):
1 Ba -2.1139 -1.2365 -2.5403  1.796
2 Cl 5.0192 0.3471 8.0269  0.012
3 C 3.9391 0.3193 6.6629  -0.017
4 C 4.3728 -0.1947 5.4532  -0.249
5 C 3.5041 -0.1966 4.3739  -0.117
6 C 2.2114 0.3045 4.4774  -0.112
7 C 1.2714 0.2869 3.2927  0.066
8 C 0.3397 -0.9160 3.3635  -0.218
9 N -0.6732 -0.8349 2.3254  -0.335
10 C -1.8374 -0.1030 2.3992  -0.104
11 C -2.3673 -0.1220 1.1496  -0.076
12 N -1.5433 -0.8363 0.2999  -0.568
13 C -0.5435 -1.2441 1.0477  0.202
14 O 1.9492 0.1924 2.0580  -0.539
15 C 2.1625 1.4548 1.4224  -0.086
16 C 3.1374 2.2956 2.1801  -0.143
17 C 2.8210 3.3373 2.9953  -0.244
18 Cl 1.2525 3.9919 3.2725  0.045
19 S 4.1704 3.9957 3.8024  0.488
20 C 5.2238 2.8979 3.0175  -0.414
21 C 4.5477 2.0551 2.1961  -0.228
22 C 1.8130 0.7928 5.7158  0.003
23 Cl 0.1859 1.3974 5.9432  -0.003
24 C 2.6578 0.8147 6.8123  -0.255
25 H 5.3785 -0.5803 5.3615  0.233
26 H 3.8372 -0.5727 3.4157  0.229
27 H 0.6592 1.1948 3.3214  0.210
28 H -0.1631 -0.9602 4.3295  0.228
29 H 0.9140 -1.8340 3.2388  0.223
30 H -2.1683 0.3439 3.3208  0.229
31 H -3.2878 0.3256 0.8143  0.220
32 H 0.3264 -1.7875 0.7160  0.211
33 H 1.2064 1.9696 1.2999  0.194
34 H 2.5500 1.2179 0.4322  0.218
35 H 6.2846 2.9335 3.2052  0.246
36 H 5.0208 1.2809 1.6071  0.230
37 H 2.3204 1.2098 7.7593  0.246
38 C -6.6537 -5.6767 -4.6954  -0.649
39 C -5.4721 -4.8040 -4.3921  0.295
40 C -4.3026 -4.8679 -5.1538  -0.360
41 C -3.2979 -4.0170 -4.7823  0.095
42 N -3.4080 -3.1757 -3.7498  -0.676
43 C -4.5734 -3.1803 -3.0346  0.276
44 S -4.7246 -2.1162 -1.6503  -0.497
45 N -5.6032 -3.9850 -3.3615  -0.492
46 H -6.5493 -6.1946 -5.6471  0.210
47 H -7.5594 -5.0719 -4.7031  0.240
48 H -6.7703 -6.4188 -3.9039  0.237
49 H -4.1967 -5.5390 -5.9931  0.224
50 H -2.3611 -3.9895 -5.3300  0.192
51 N -2.6155 2.6725 -3.7395  -0.658
52 C -2.9638 1.5836 -3.5709  0.209
53 H -2.0467 3.4788 -3.9529  0.472
54 Cl 0.2839 5.4731 -4.5056  -0.048
55 C 0.4289 3.7720 -4.0837  -0.142
56 C 0.4620 3.3821 -2.7500  -0.236
57 C 0.5768 2.0451 -2.4253  -0.278
58 C 0.6510 1.0113 -3.4027  -0.009
59 C 0.6646 -0.3729 -3.0431  -0.963
60 C 0.6286 1.4727 -4.7482  -0.229
61 C 0.5387 2.8105 -5.0809  -0.243
62 H 0.4083 4.1325 -1.9713  0.220
63 H 0.6171 1.7683 -1.3762  0.196
64 H 1.1127 -0.5533 -2.0595  0.185
65 H 1.0923 -1.0424 -3.7931  0.192
66 H 0.7151 0.7457 -5.5488  0.197
67 H 0.5396 3.1164 -6.1202  0.221

***

This record from the Open Molecules 2025 dataset describes the molecule C5H8N2O2S at a distorted geometry. The level of theory is ωB97M-V/def2-TZVPD.

Properties
**Net charge**: 0
**Orbital gap (spin up / spin down)**: 9.07 / 6.13 eV
**Energy above the lowest of the compared OMol25 structures with the same formula, charge and spin**: 189.3 kcal/mol
**2S+1**: 1
**HOMO energy (spin up / spin down)**: -0.3384 / -0.3113 Ha

Each line ends with the natural charge from an NBO analysis.
Geometry (Å):
1 C 2.4620 -0.6163 0.9852  -0.307
2 C 2.2315 -0.2899 2.2081  -0.068
3 C 1.3194 -0.0493 -1.0760  0.170
4 C 2.3599 0.4730 -0.1542  -0.503
5 C -2.8753 -0.5469 -0.8720  -0.931
6 N 0.0498 0.0291 -0.7786  -0.294
7 N -0.5409 0.6476 0.1445  -0.369
8 O -2.6376 1.9961 -0.4054  -0.917
9 O -2.6274 0.5306 1.5865  -0.908
10 S -2.2496 0.7247 0.1895  2.201
11 H 2.4073 -1.6498 0.7322  0.222
12 H 2.0337 0.0978 3.1873  0.229
13 H 1.4980 -0.7683 -1.8883  0.201
14 H 2.1331 1.4009 0.2596  0.251
15 H 3.2989 0.3713 -0.6568  0.231
16 H -3.5155 -0.0905 -1.6272  0.265
17 H -1.9462 -0.8328 -1.4121  0.264
18 H -3.4010 -1.4272 -0.4224  0.264

***

This record from the Open Molecules 2025 dataset describes a cluster of 14 separate species, C62H94N6O8 in total at a distorted geometry. The level of theory is ωB97M-V/def2-TZVPD.

Properties
**Net charge**: +1
**Orbital gap (spin up / spin down)**: 6.98 / 2.37 eV
**2S+1**: 2
**HOMO energy (spin up / spin down)**: -0.4031 / -0.4031 Ha

Each line ends with the Löwdin charge.
Geometry (Å):
1 C -19.9627 18.3449 10.1747  -0.136
2 C -19.5220 16.8569 10.2075  -0.182
3 C -18.0880 16.8874 9.9623  -0.220
4 O -17.7756 18.2052 9.5377  -0.138
5 C -18.9720 18.8998 9.2076  -0.220
6 H -19.8381 18.7259 11.1883  0.122
7 H -21.0174 18.4935 9.9434  0.092
8 H -20.0500 16.3883 9.3771  0.087
9 H -19.8842 16.2754 11.0553  0.122
10 H -17.8983 16.0913 9.2425  0.108
11 H -17.6129 16.6207 10.9064  0.129
12 H -19.2164 18.7167 8.1612  0.083
13 H -18.7219 19.9589 9.2707  0.120
14 C -19.7757 13.9680 2.1783  -0.164
15 C -19.8107 12.8362 1.1499  -0.165
16 C -19.5043 11.6436 2.0027  -0.175
17 O -20.0317 11.9750 3.3286  -0.141
18 C -20.2699 13.3847 3.5111  -0.179
19 H -20.4107 14.8247 1.9525  0.099
20 H -18.7380 14.2909 2.2612  0.081
21 H -19.1584 13.0145 0.2950  0.105
22 H -20.8134 12.7662 0.7285  0.113
23 H -18.4287 11.4680 2.0209  0.110
24 H -19.9777 10.7066 1.7095  0.121
25 H -19.7637 13.8207 4.3724  0.085
26 H -21.3379 13.5844 3.5984  0.113
27 C -17.8436 20.9564 1.0782  -0.161
28 C -19.3047 20.5509 1.3003  -0.166
29 C -20.1324 21.3960 0.2878  -0.156
30 O -19.2031 22.3726 -0.2099  -0.121
31 C -18.0863 22.3796 0.6678  -0.238
32 H -17.4294 20.3544 0.2694  0.114
33 H -17.1901 20.9280 1.9502  0.084
34 H -19.6440 20.8012 2.3054  0.085
35 H -19.4883 19.4768 1.2739  0.080
36 H -21.0833 21.8127 0.6200  0.096
37 H -20.2971 20.7401 -0.5671  0.115
38 H -18.2106 23.0814 1.4925  0.121
39 H -17.1851 22.7298 0.1645  0.119
40 C -17.0943 15.8502 -0.3771  -0.187
41 C -17.8214 16.2166 -1.6436  -0.141
42 C -19.1713 16.7917 -1.0649  -0.162
43 O -18.9231 17.2102 0.3020  -0.165
44 C -17.5379 16.8811 0.6225  -0.197
45 H -16.0150 15.8335 -0.5282  0.120
46 H -17.4604 14.8746 -0.0574  0.102
47 H -18.0681 15.3786 -2.2956  0.116
48 H -17.2552 16.9990 -2.1489  0.113
49 H -20.0054 16.0901 -1.0578  0.103
50 H -19.5060 17.5894 -1.7281  0.110
51 H -17.5101 16.5263 1.6527  0.086
52 H -16.8569 17.7319 0.6418  0.107
53 C -27.2190 18.8418 3.4165  -0.139
54 C -25.7992 19.3283 3.5202  -0.174
55 C -25.2667 18.5224 4.6705  -0.228
56 O -26.3841 18.3845 5.5133  -0.154
57 C -27.6061 18.2336 4.7987  -0.146
58 H -27.2277 18.1368 2.5852  0.089
59 H -27.8300 19.7001 3.1373  0.110
60 H -25.7152 20.3703 3.8288  0.110
61 H -25.1751 19.0723 2.6640  0.083
62 H -24.4547 18.9998 5.2189  0.099
63 H -24.8490 17.5852 4.3027  0.097
64 H -28.4366 18.7289 5.3017  0.119
65 H -27.8746 17.1852 4.6695  0.097
66 C -20.4957 13.3749 8.6761  -0.175
67 C -21.6498 13.4891 9.6503  -0.144
68 C -22.8572 13.5009 8.6479  -0.156
69 O -22.3295 13.9973 7.3849  -0.166
70 C -20.9303 14.0946 7.4103  -0.226
71 H -20.2378 12.3188 8.5971  0.119
72 H -19.6420 13.9110 9.0906  0.093
73 H -21.5785 14.4484 10.1629  0.082
74 H -21.7799 12.6704 10.3581  0.114
75 H -23.6326 14.1553 9.0460  0.095
76 H -23.2605 12.4997 8.4963  0.114
77 H -20.6770 15.1537 7.4570  0.087
78 H -20.4896 13.6175 6.5350  0.101
79 C -24.5409 16.0322 0.5154  -0.171
80 C -24.9327 17.5163 0.3762  -0.162
81 C -24.9493 17.6720 -1.1493  -0.198
82 O -24.1748 16.6063 -1.6935  -0.125
83 C -23.6368 15.7856 -0.6548  -0.206
84 H -25.4388 15.4443 0.3251  0.114
85 H -24.0244 15.7352 1.4281  0.093
86 H -24.1930 18.1534 0.8610  0.091
87 H -25.9318 17.7760 0.7262  0.095
88 H -24.5958 18.6857 -1.3374  0.109
89 H -25.9954 17.6308 -1.4529  0.117
90 H -22.6131 16.1118 -0.4712  0.107
91 H -23.6834 14.7420 -0.9662  0.125
92 C -24.2281 20.9929 7.4092  -0.122
93 C -23.4179 20.3092 8.5449  -0.175
94 C -22.6828 21.4094 9.2331  -0.202
95 O -23.6129 22.4819 9.1435  -0.126
96 C -24.2688 22.4748 7.9229  -0.204
97 H -25.2348 20.5751 7.4050  0.100
98 H -23.8220 20.8479 6.4081  0.077
99 H -22.7789 19.4547 8.3222  0.080
100 H -24.2079 19.9578 9.2086  0.108
101 H -21.7637 21.7423 8.7509  0.117
102 H -22.4059 21.1129 10.2448  0.123
103 H -23.7188 23.0563 7.1831  0.096
104 H -25.2663 22.9132 7.9527  0.123
105 N -23.4614 16.9405 9.0893  0.051
106 C -23.7114 16.9108 10.4213  -0.135
107 C -24.9996 17.1020 10.9975  -0.032
108 C -25.9862 17.4601 10.0652  -0.085
109 C -25.7304 17.4946 8.7225  -0.053
110 C -24.4279 17.2070 8.2442  -0.152
111 H -22.8927 16.5470 11.0244  0.089
112 H -25.1813 17.0529 12.0610  0.100
113 H -26.9769 17.7228 10.4054  0.106
114 H -26.4865 17.7681 8.0015  0.094
115 H -24.1673 17.3100 7.2011  0.085
116 N -20.2994 18.5003 5.7455  0.064
117 C -21.2989 17.6884 6.1702  -0.147
118 C -22.0077 16.8428 5.3602  -0.057
119 C -21.7736 16.8328 3.9720  -0.031
120 C -20.7910 17.6990 3.4778  -0.033
121 C -20.0008 18.4313 4.4042  -0.147
122 H -21.4116 17.7490 7.2425  0.085
123 H -22.8166 16.2397 5.7452  0.085
124 H -22.4433 16.2476 3.3593  0.099
125 H -20.6549 17.7241 2.4067  0.090
126 H -19.1879 19.0704 4.0924  0.067
127 N -25.4455 14.8609 3.9641  0.064
128 C -25.2583 14.3379 5.2232  -0.103
129 C -26.3065 13.6528 5.8928  -0.055
130 C -27.5529 13.6168 5.2988  -0.097
131 C -27.8034 14.1438 4.0562  -0.073
132 C -26.7226 14.7848 3.4675  -0.156
133 H -24.2781 14.3720 5.6754  0.075
134 H -26.1933 13.2465 6.8870  0.099
135 H -28.3014 13.0910 5.8731  0.106
136 H -28.7611 14.0788 3.5614  0.108
137 H -26.9023 15.2591 2.5140  0.089
138 N -16.7448 19.6815 4.6842  0.161
139 C -15.4813 20.0621 4.3721  -0.026
140 C -14.5656 20.6028 5.2965  0.073
141 C -15.0090 20.5805 6.6473  -0.007
142 C -16.2428 20.1373 7.0227  0.061
143 C -17.0789 19.6449 5.9710  -0.005
144 H -15.3545 20.1471 3.3030  0.121
145 H -13.6540 21.1019 5.0023  0.135
146 H -14.3862 21.0819 7.3733  0.130
147 H -16.5832 20.1195 8.0475  0.120
148 H -18.0942 19.3050 6.1122  0.090
149 N -17.8487 14.4747 6.6171  0.068
150 C -17.3404 13.4601 5.9373  -0.140
151 C -16.8440 13.6203 4.6711  -0.065
152 C -16.8967 14.8826 4.0807  -0.068
153 C -17.5572 15.9248 4.7946  -0.057
154 C -17.9676 15.6988 6.1080  -0.141
155 H -17.3727 12.4702 6.3681  0.116
156 H -16.3748 12.8389 4.0917  0.111
157 H -16.4664 15.0567 3.1055  0.093
158 H -17.6928 16.9067 4.3658  0.064
159 H -18.3882 16.4502 6.7599  0.087
160 N -22.8891 20.7762 2.0588  0.063
161 C -22.5997 21.2369 3.3171  -0.142
162 C -23.1756 22.3603 3.8433  -0.071
163 C -24.2643 22.9411 3.1686  -0.049
164 C -24.5374 22.5048 1.8707  -0.068
165 C -23.8593 21.4163 1.3966  -0.179
166 H -21.7986 20.6800 3.7804  0.085
167 H -22.8649 22.6932 4.8226  0.090
168 H -24.8700 23.7753 3.4906  0.108
169 H -25.2844 22.9814 1.2533  0.108
170 H -23.9377 21.0529 0.3826  0.105

***

This record from the Open Molecules 2025 dataset describes a structure of composition C8H11NOS2 at a distorted geometry. The level of theory is ωB97M-V/def2-TZVPD.

Properties
**Net charge**: 0
**Orbital gap**: 9.28 eV
**Energy above the lowest of the compared OMol25 structures with the same formula, charge and spin**: 32.5 kcal/mol
**2S+1**: 1
**HOMO energy**: -0.3297 Ha

Each line ends with the natural charge from an NBO analysis.
Geometry (Å):
1 C -0.5542 0.1794 -0.5661  0.180
2 C -0.7493 -0.8917 2.1075  0.462
3 C -1.0112 2.1206 -1.4729  -0.259
4 C -1.7616 1.2106 -2.4391  -0.523
5 C 1.4332 -0.5927 1.5017  -0.310
6 C 0.0832 -1.0572 0.9043  -0.090
7 C 2.3860 0.5055 1.0145  -0.641
8 C -0.1045 -2.3993 0.1379  -0.638
9 N -0.3261 1.3767 -0.4938  -0.471
10 O -1.8809 -1.0790 2.4166  -0.513
11 S -1.2528 -0.5151 -1.9775  0.221
12 S 0.6268 -0.1971 3.1379  0.127
13 H -0.2924 2.6618 -2.0630  0.200
14 H -1.5923 2.9701 -1.0541  0.217
15 H -2.8341 1.3131 -2.1494  0.223
16 H -1.5856 1.3614 -3.5026  0.234
17 H 1.9246 -1.5339 1.6804  0.212
18 H 1.9037 1.5921 0.9384  0.238
19 H 3.0167 0.4534 0.1639  0.226
20 H 3.0260 0.7425 1.8264  0.220
21 H -1.0550 -2.2500 -0.3515  0.232
22 H -0.1100 -3.2887 0.7488  0.224
23 H 0.7101 -2.6827 -0.5084  0.229

***

This record from the Open Molecules 2025 dataset describes a cluster of 2 separate species, C2H4ClO in total at a distorted geometry. The level of theory is ωB97M-V/def2-TZVPD.

Properties
**Net charge**: +1
**Orbital gap (spin up / spin down)**: 8.38 / 8.61 eV
**Energy above the lowest of the compared OMol25 structures with the same formula, charge and spin**: 113.3 kcal/mol
**2S+1**: 1
**HOMO energy (spin up / spin down)**: -0.5364 / -0.5496 Ha

Each line ends with the natural charge from an NBO analysis.
Geometry (Å):
1 C -0.4434 -0.0307 -0.7098  0.063
2 C 0.5386 -0.5484 1.5131  0.382
3 O 0.1133 -0.3061 0.3959  -0.291
4 Cl -3.3126 0.0364 -0.4120  -0.170
5 H -1.4980 0.3697 -0.6740  0.237
6 H 0.1103 -0.2946 -1.7167  0.254
7 H 0.5456 -1.2365 2.2989  0.248
8 H -3.1119 -0.5835 0.6953  0.276

***

This record from the Open Molecules 2025 dataset describes the molecule C11H16O5Si at a distorted geometry. The level of theory is ωB97M-V/def2-TZVPD.

Properties
**Net charge**: 0
**Orbital gap**: 10.06 eV
**Energy above the lowest of the compared OMol25 structures with the same formula, charge and spin**: 0.0 kcal/mol
**2S+1**: 1
**SMILES**: COC(=O)c1ccccc1O[Si](C)(OC)OC
**HOMO energy**: -0.3399 Ha

Each line ends with the natural charge from an NBO analysis.
Geometry (Å):
1 C 0.1211 2.6532 2.2699  -0.274
2 O -0.4575 2.3514 1.0377  -0.489
3 C -1.0947 1.1418 1.1082  0.781
4 O -1.1708 0.5277 2.1668  -0.584
5 C -1.6759 0.5656 -0.1260  -0.213
6 C -3.0593 0.4671 -0.2908  -0.153
7 C -3.6103 -0.0076 -1.4587  -0.240
8 C -2.7901 -0.4304 -2.4631  -0.173
9 C -1.4334 -0.4398 -2.3175  -0.261
10 C -0.8224 -0.0172 -1.1266  0.349
11 O 0.5422 -0.2279 -1.0464  -0.871
12 Si 1.1747 -1.0372 0.2705  2.281
13 C -0.0886 -1.9945 1.2595  -1.185
14 O 2.2509 -2.2250 -0.2187  -0.881
15 C 2.9367 -1.9375 -1.4030  -0.250
16 O 1.9030 0.1287 1.2305  -0.890
17 C 2.5293 1.1449 0.5463  -0.251
18 H -0.6313 2.9205 3.0126  0.187
19 H 0.8397 3.4368 2.1773  0.191
20 H 0.5896 1.7238 2.6064  0.218
21 H -3.6879 0.8244 0.5402  0.227
22 H -4.6870 -0.1690 -1.5651  0.222
23 H -3.2153 -0.7029 -3.4308  0.216
24 H -0.7951 -0.7164 -3.1076  0.223
25 H -0.5628 -2.7127 0.6394  0.240
26 H 0.3566 -2.5521 2.0559  0.255
27 H -0.8618 -1.3562 1.6815  0.278
28 H 3.4824 -0.9836 -1.3097  0.160
29 H 2.2268 -1.8488 -2.2198  0.173
30 H 3.6450 -2.7496 -1.6126  0.188
31 H 2.7167 1.9654 1.2101  0.179
32 H 1.8871 1.4909 -0.2375  0.181
33 H 3.4425 0.7662 0.1213  0.163